Here is a molecular structure, C9H11NO2Se in a non-equilibrium geometry from the Open Molecules 2025 dataset. Energies are from wB97M-V/def2-TZVPD.

Each line ends with the Löwdin charge.
Positions of all 24 atoms, in Å:
C: 0.2950 -2.0425 -2.4435  -0.08
C: -0.0706 -0.7255 -2.3999  -0.08
C: -0.1844 -2.9414 -1.4789  -0.09
C: -0.7432 -0.2338 -1.3024  -0.15
C: -0.7085 -2.4475 -0.3348  -0.11
C: -1.0517 -1.0496 -0.2721  -0.50
C: 1.3090 2.3630 0.7324  -0.08
C: -1.5092 1.3920 1.0994  -0.30
C: 0.5092 1.5596 1.6588  -0.23
N: 0.9392 0.2582 1.9267  -0.46
O: 0.2023 -0.4363 2.6168  -0.13
O: 1.7307 -0.1926 1.1050  0.02
Se: -1.7828 -0.4580 1.3337  1.19
H: 1.0398 -2.3375 -3.1391  0.09
H: 0.2536 0.1379 -3.0104  0.12
H: 0.0805 -4.0332 -1.5469  0.13
H: -0.8877 0.7595 -1.3464  0.05
H: -0.8854 -3.1095 0.5076  0.11
H: 1.5483 1.7947 -0.1750  0.08
H: 2.2882 2.4259 1.1894  0.08
H: 0.8947 3.3837 0.5579  0.10
H: -1.4942 2.0098 0.1569  0.07
H: -1.9367 1.8486 1.9900  0.02
H: 0.1639 2.0747 2.5750  0.13

Results
Molar mass   244.15 u
Total charge   0
E_tot   -2955.98605 a.u.
LUMO energy   0.0599 eV
Kohn-Sham gap   7.680 eV